1.
The following is a DFT calculation (ωB97M-V with the def2-TZVPD basis set) of C21H29ClN2O4Sm as an isolated structure.

Results
HOMO-LUMO gap (spin up / spin down): 5.882 / 5.624 eV
E_tot: -63845.119 eV
spin multiplicity: 6
net charge: -1

Positions of all 58 atoms, in Å:
Sm1 -0.5499 0.0165 0.3465
Cl1 1.5198 -0.2251 -1.5292
N1 0.1288 2.4936 -0.0714
N2 -0.1422 -2.4926 0.4094
C1 -0.9223 3.1592 -0.4781
C2 -0.9300 -3.1401 -0.4069
C3 1.1642 3.4770 0.3335
C4 0.3741 4.7881 0.3748
C5 2.2537 3.5266 -0.7264
C6 1.7526 3.0930 1.6801
H1 1.8425 3.9077 -1.6713
H2 2.6574 2.5221 -0.9000
H3 3.0488 4.2051 -0.3912
H4 0.9590 2.9175 2.4130
H5 2.4089 3.9011 2.0297
H6 2.3429 2.1731 1.5899
C7 0.7739 -3.4724 1.0470
C8 0.4613 -4.7694 0.2962
C9 0.4369 -3.6003 2.5270
C10 2.2168 -3.0366 0.8584
H7 2.4361 -2.9331 -0.2097
H8 2.8721 -3.7981 1.3006
H9 2.4024 -2.0713 1.3450
H10 -0.5542 -4.0623 2.6342
H11 0.4096 -2.6235 3.0268
H12 1.1837 -4.2457 3.0089
O1 -0.6897 -4.4327 -0.5708
H13 0.1490 -5.6010 0.9425
H14 1.2746 -5.0927 -0.3676
O2 -0.9053 4.4691 -0.3138
H15 0.8312 5.6227 -0.1731
H16 0.1227 5.1015 1.3991
C11 -2.0989 2.4726 -1.1060
C12 -2.0472 -2.5032 -1.1770
C13 -1.6109 -1.2485 -1.8776
H17 -2.8268 -2.2087 -0.4448
H18 -2.4304 -3.2226 -1.8892
C14 -1.9161 -0.0137 -1.3996
C15 -1.6515 1.2399 -1.8440
H19 -1.3866 -0.0708 1.9153
C16 -1.0613 1.2522 -3.1299
C17 -0.7749 0.0365 -3.7529
C18 -0.8064 2.5560 -3.7897
C19 -1.0143 -1.2083 -3.1621
H20 -0.3321 0.0568 -4.7672
C20 -0.7056 -2.4904 -3.8361
H21 -0.3740 -2.3398 -4.8669
H22 -1.5754 -3.1568 -3.8724
H23 0.0909 -3.0469 -3.3261
H24 -1.6464 3.2518 -3.6818
H25 -0.6256 2.4339 -4.8610
H26 0.0788 3.0659 -3.3862
H27 -2.5947 3.1621 -1.7830
H28 -2.7851 2.1510 -0.2964
O3 -0.7748 -0.8899 3.9068
C21 -0.5273 0.2984 3.7104
O4 0.0232 0.8488 2.6466
H29 -0.7376 1.0196 4.5042

Force components x, y, z for each atom (eV/Å):
Sm 3.7 0.6 1.7
Cl 0.8 -0.1 0.2
N -1.5 1.3 -0.8
N -1.3 -1.3 -1.0
C 2.2 -1.9 0.9
C 1.7 1.6 1.4
C -0.2 -0.4 0.1
C -0.9 0.1 -0.1
C 0.0 0.0 -0.3
C 0.0 0.2 0.2
H 0.1 -0.1 0.1
H -0.1 0.2 0.0
H -0.1 -0.1 -0.1
H 0.2 -0.1 -0.1
H 0.0 -0.1 0.0
H -0.2 0.2 0.0
C -0.2 0.5 0.1
C -0.5 -0.2 -0.7
C -0.2 0.0 0.1
C 0.1 0.0 -0.2
H 0.1 0.1 0.2
H 0.0 0.2 -0.1
H -0.1 -0.2 -0.1
H 0.2 0.2 0.1
H 0.0 -0.2 -0.2
H -0.1 0.1 0.0
O 0.3 -1.1 0.3
H 0.1 0.3 -0.2
H -0.2 0.1 0.1
O 0.5 1.3 0.2
H -0.1 -0.3 0.1
H 0.0 -0.1 -0.3
C 0.2 -0.1 0.5
C 0.1 0.0 0.5
C 0.4 1.1 -3.0
H 0.3 -0.3 -0.4
H -0.2 -0.2 0.0
C -3.5 -0.1 2.9
C 0.4 -0.8 -3.0
H -3.4 -1.0 0.2
C -0.4 0.3 0.5
C 0.1 -0.1 -0.5
C 0.4 0.5 -0.8
C -0.5 -0.3 0.7
H -0.2 0.0 0.7
C 0.4 -0.5 -0.8
H 0.0 0.0 0.0
H 0.0 0.1 0.0
H -0.1 0.2 0.1
H 0.1 -0.1 0.0
H 0.0 0.0 0.0
H -0.1 -0.2 0.1
H -0.2 0.2 0.1
H 0.1 0.3 -0.4
O 0.3 0.5 0.2
C 1.4 0.1 -1.5
O 0.2 -0.5 1.7
H -0.2 0.4 0.4

---

2.
The following is a DFT calculation (ωB97M-V with the def2-TZVPD basis set) of C23H15Cl44N3OS as an isolated structure.

Results
HOMO-LUMO gap: 8.291 eV
E_tot: -592429.798 eV
spin multiplicity: 1

Positions of all 87 atoms, in Å:
C1 0.9968 -0.1495 0.5582
C2 1.4188 -1.4592 -0.0544
O1 0.7183 -2.0213 -0.8610
N1 2.6925 -2.0280 0.2895
C3 3.6248 -1.9177 -0.8755
C4 5.0058 -2.3792 -0.4047
C5 5.9803 -1.2665 0.0615
C6 5.3129 0.0528 0.5293
C7 5.5054 1.2090 -0.4574
C8 5.6788 2.4772 0.0307
C9 5.8974 3.5882 -0.8509
C10 5.9637 3.4667 -2.2008
C11 5.7662 2.1730 -2.7680
N2 5.7984 1.8938 -4.0712
S1 5.5235 0.2928 -4.1379
N3 5.3899 -0.0721 -2.5868
C12 5.5442 1.0651 -1.8862
H1 1.6809 0.6561 0.2776
H2 0.8818 -0.2243 1.6410
H3 0.0193 0.0857 0.1347
H4 2.5515 -3.0114 0.4982
H5 3.5872 -0.8870 -1.2152
H6 3.2534 -2.6132 -1.6358
H7 4.9374 -3.1532 0.3632
H8 5.4828 -2.8737 -1.2599
H9 6.5159 -1.6655 0.9292
H10 6.7395 -1.0242 -0.6800
H11 5.8570 0.3697 1.4201
H12 4.2720 -0.0668 0.8373
H13 5.6428 2.6807 1.0865
H14 6.0392 4.5672 -0.4027
H15 6.1588 4.3422 -2.8075
C13 -2.7493 -3.3568 -1.0128
Cl1 -2.3842 -2.1022 -2.1972
Cl2 -2.5607 -2.7048 0.6285
Cl3 -4.4118 -3.9134 -1.2365
Cl4 -1.6391 -4.7119 -1.2305
C14 2.0328 -3.6371 4.1283
Cl5 3.1805 -4.5711 3.1603
Cl6 0.7578 -3.0016 3.0747
Cl7 1.3138 -4.6786 5.3565
Cl8 2.8722 -2.2912 4.9049
C15 -2.8689 2.0738 0.7889
Cl9 -4.5468 2.6147 0.9364
Cl10 -2.7994 0.3069 0.7741
Cl11 -2.1854 2.6922 -0.7164
Cl12 -1.9351 2.6876 2.1614
C16 -0.7666 -7.7186 3.8655
Cl13 -2.1419 -8.4619 3.0411
Cl14 -0.6035 -6.0478 3.3266
Cl15 -1.0352 -7.7557 5.6135
Cl16 0.7127 -8.6136 3.4824
C17 -7.6138 2.9603 3.5903
Cl17 -7.5126 4.6914 3.9248
Cl18 -8.8977 2.2451 4.5749
Cl19 -7.9814 2.7208 1.8771
Cl20 -6.0710 2.1925 3.9799
C18 0.0775 -8.5417 -1.5650
Cl21 -1.3012 -9.2732 -2.3929
Cl22 0.2540 -6.8572 -2.0735
Cl23 -0.1924 -8.5860 0.1783
Cl24 1.5485 -9.4348 -1.9686
C19 -11.8143 4.6394 1.9227
Cl25 -13.4938 5.1776 2.0410
Cl26 -11.7602 2.8728 1.9339
Cl27 -11.1063 5.2407 0.4191
Cl28 -10.8949 5.2653 3.2956
C20 -7.5901 -1.7165 1.5264
Cl29 -8.6089 -1.8566 0.0875
Cl30 -7.6585 -3.2257 2.4457
Cl31 -5.9237 -1.3945 1.0413
Cl32 -8.1635 -0.3813 2.5276
C21 9.2859 2.4035 2.4558
Cl33 9.1008 2.5720 4.2070
Cl34 7.6892 2.1953 1.7035
Cl35 10.0493 3.8547 1.8006
Cl36 10.2924 0.9942 2.1013
C22 -3.7382 4.6619 -3.8906
Cl37 -4.6712 3.9239 -5.1973
Cl38 -2.0590 4.0987 -3.9773
Cl39 -3.7743 6.4174 -4.0638
Cl40 -4.4303 4.2008 -2.3350
C23 -2.4027 7.8083 -7.6946
Cl41 -2.3312 7.3021 -9.3864
Cl42 -4.0787 8.1676 -7.2602
Cl43 -1.7895 6.5120 -6.6639
Cl44 -1.4141 9.2562 -7.4706

Force components x, y, z for each atom (eV/Å):
C -0.3 0.0 -0.3
C 0.1 -0.5 -0.4
O -0.4 -0.1 0.1
N 0.1 0.9 0.4
C -0.4 -1.1 1.3
C 0.8 0.4 -1.1
C -0.6 -0.1 0.9
C 0.8 0.3 -0.5
C -0.4 0.0 0.7
C -0.7 0.0 -1.5
C 0.1 0.1 0.3
C -0.1 0.2 0.2
C 0.3 1.0 0.6
N -0.3 -1.0 0.3
S 0.1 0.3 -0.1
N 0.0 0.1 0.0
C 0.0 -0.3 -0.5
H 0.2 -0.1 0.3
H 0.4 0.0 0.0
H 0.1 0.0 0.0
H -0.1 0.0 -0.1
H 0.2 -0.1 -0.2
H 0.1 0.4 -0.3
H -0.4 0.2 0.0
H 0.0 0.0 0.1
H 0.1 0.1 -0.1
H -0.1 -0.2 -0.1
H -0.2 0.0 0.1
H 0.0 -0.1 -0.2
H -0.5 0.0 0.0
H 0.0 -0.1 0.0
H -0.1 -0.2 -0.2
C 0.1 0.0 -0.1
Cl -0.1 0.0 0.1
Cl 0.0 -0.3 0.0
Cl 0.0 0.0 0.0
Cl -0.3 0.2 0.1
C 0.0 0.0 0.0
Cl 0.0 0.0 0.0
Cl 0.0 0.0 0.0
Cl 0.3 0.3 0.3
Cl 0.0 0.0 0.0
C 0.1 0.0 0.0
Cl 0.1 -0.1 -0.1
Cl -0.1 0.3 0.0
Cl 0.3 -0.2 0.2
Cl 0.0 0.0 0.0
C 0.0 0.0 0.0
Cl 0.0 -0.1 0.1
Cl -0.3 -0.3 -0.4
Cl 0.0 0.0 0.0
Cl -0.1 0.1 0.1
C 0.0 0.0 0.0
Cl 0.1 0.0 0.0
Cl 0.0 0.0 0.0
Cl 0.0 0.4 0.0
Cl -0.1 0.0 0.1
C 0.0 0.0 0.0
Cl 0.0 0.0 0.0
Cl 0.2 -0.2 -0.2
Cl 0.0 0.0 -0.1
Cl 0.0 0.0 0.0
C 0.0 0.0 0.0
Cl 0.0 0.0 0.0
Cl 0.0 0.0 0.0
Cl 0.0 0.0 0.0
Cl -0.1 0.0 -0.1
C 0.0 0.0 0.0
Cl 0.0 0.0 0.0
Cl 0.0 0.0 0.0
Cl 0.0 0.0 0.0
Cl -0.1 -0.4 0.0
C 0.0 -0.1 0.1
Cl 0.0 0.0 -0.1
Cl 1.4 0.1 0.6
Cl 0.0 0.0 0.0
Cl 0.0 0.0 0.0
C -0.1 0.0 0.0
Cl 0.0 0.0 0.0
Cl 0.0 0.0 0.0
Cl -0.2 0.0 0.3
Cl -0.3 0.2 -0.3
C 0.0 0.0 0.0
Cl 0.0 0.0 0.0
Cl 0.0 0.0 0.0
Cl 0.1 0.0 -0.2
Cl 0.0 0.0 0.0

---

3.
The following is a DFT calculation (ωB97M-V with the def2-TZVPD basis set) of a 3-piece molecular cluster, C3H11NO3 overall.

Results
HOMO-LUMO gap (spin up / spin down): 8.511 / 3.832 eV
E_tot: -10912.139 eV
spin multiplicity: 2
net charge: +1

Positions of all 18 atoms, in Å:
C1 2.2880 1.3184 1.1093
N1 1.3089 1.7684 2.0326
C2 0.8684 0.8395 3.0389
C3 1.1980 3.2067 2.2350
O1 2.6916 0.1890 1.1391
H1 2.6663 2.0118 0.3573
H2 -0.1272 0.3973 2.9589
H3 0.9835 1.3480 4.0319
H4 1.5911 0.0097 3.0303
H5 0.7485 3.7753 1.4237
H6 2.2467 3.5615 2.2982
H7 0.4667 3.3855 3.0236
H8 -5.3673 -3.4646 -3.3549
H9 -4.4842 -3.9866 -4.3622
O2 -4.5173 -3.9202 -3.4029
H10 -0.4869 -2.9913 -4.7135
H11 -0.9222 -3.8083 -5.8818
O3 -1.1528 -3.6402 -4.9633

Force components x, y, z for each atom (eV/Å):
C 0.8 -1.2 -1.1
N -0.2 0.6 0.3
C 1.3 -0.2 1.5
C -0.4 -0.3 -0.1
O -0.4 0.4 0.3
H -0.3 0.6 0.2
H -0.2 0.5 -0.4
H -0.5 -0.3 -0.8
H -0.4 0.1 -0.1
H 0.1 -0.4 -0.9
H -0.6 0.2 0.6
H 0.8 0.1 0.5
H 0.0 0.0 0.7
H 0.7 -0.3 -0.2
O -0.7 0.4 -0.5
H -0.1 0.0 0.2
H -0.2 -0.2 -0.1
O 0.2 0.2 -0.2

---

4.
The following is a DFT calculation (ωB97M-V with the def2-TZVPD basis set) of C18H17Cl2N3V as an isolated structure.

Results
HOMO-LUMO gap (spin up / spin down): 7.666 / 7.082 eV
E_tot: -74131.597 eV
spin multiplicity: 2
net charge: +2

Positions of all 41 atoms, in Å:
V1 -0.0497 0.0567 -0.1350
C1 2.5361 0.2727 -2.4596
C2 2.9307 0.6324 -1.0561
C3 4.1938 1.1496 -0.8061
C4 4.5833 1.4292 0.4849
C5 3.7167 1.1462 1.5347
C6 2.4835 0.6268 1.2465
N1 2.0617 0.4187 -0.0444
C7 1.5182 0.1901 2.2941
C8 1.7903 0.0791 3.6417
C9 0.8024 -0.4032 4.4845
C10 -0.4267 -0.7754 3.9660
C11 -0.6437 -0.6431 2.6103
N2 0.3226 -0.1754 1.8020
C12 -1.8777 -1.0540 1.8844
C13 -3.0234 -1.4497 2.5209
C14 -4.0869 -1.9117 1.7529
C15 -3.9478 -1.9907 0.3855
C16 -2.7729 -1.5696 -0.2212
C17 -2.6044 -1.7173 -1.7058
N3 -1.7632 -1.0573 0.5156
H1 3.4144 -0.0742 -3.0008
H2 2.1377 1.1343 -2.9966
H3 1.7987 -0.5277 -2.4894
H4 4.8672 1.3079 -1.6378
H5 5.5677 1.8350 0.6828
H6 4.0184 1.3189 2.5579
H7 2.7618 0.3460 4.0335
H8 0.9978 -0.5081 5.5432
H9 -1.1938 -1.1789 4.6120
H10 -3.0960 -1.4193 3.5985
H11 -5.0037 -2.2372 2.2289
H12 -4.7373 -2.3976 -0.2322
H13 -3.1329 -2.6083 -2.0397
H14 -1.5604 -1.8319 -1.9933
H15 -3.0229 -0.8654 -2.2429
Cl1 -0.8535 2.2966 0.2425
C18 -1.2257 2.6016 -1.4959
Cl2 -0.7724 1.0744 -2.3541
H16 -0.6090 3.4157 -1.8528
H17 -2.2874 2.7784 -1.6054

Force components x, y, z for each atom (eV/Å):
V -0.2 0.0 -1.1
C 0.0 0.0 0.1
C -0.4 -0.1 0.1
C 0.1 0.0 -0.1
C 0.1 0.0 0.0
C 0.3 0.1 0.1
C -0.6 -0.3 -0.2
N 0.2 -0.2 0.4
C 0.0 0.0 -0.5
C 0.2 0.1 0.2
C 0.0 0.0 0.1
C -0.1 0.0 0.2
C -0.1 0.0 -0.5
N 0.1 -0.1 0.7
C 0.5 0.2 -0.4
C -0.2 -0.1 0.1
C -0.1 0.0 0.1
C -0.1 -0.1 0.0
C 0.4 0.2 0.0
C 0.0 0.0 0.1
N 0.1 -0.2 0.4
H 0.0 0.0 0.0
H 0.0 0.0 0.0
H 0.0 0.0 0.1
H 0.0 0.0 0.0
H 0.0 0.0 0.0
H 0.0 0.0 0.0
H 0.0 0.0 0.0
H 0.0 0.0 0.0
H 0.0 0.0 0.0
H 0.0 0.0 0.0
H 0.0 0.0 0.0
H 0.0 0.0 0.0
H 0.0 0.0 0.0
H 0.1 0.0 0.0
H 0.0 0.0 0.0
Cl -0.1 0.3 -0.1
C 0.2 -0.4 0.2
Cl -0.1 0.4 0.1
H 0.0 0.0 0.0
H -0.1 0.0 0.0

---

5.
The following is a DFT calculation (ωB97M-V with the def2-TZVPD basis set) of C11H12AuN4O5 as an isolated structure.

Results
HOMO-LUMO gap (spin up / spin down): 8.864 / 5.710 eV
E_tot: -31455.377 eV
spin multiplicity: 3
net charge: +3

Positions of all 33 atoms, in Å:
O1 -3.7476 -0.9518 -1.2947
C1 -2.6608 -0.7122 -1.0922
Au1 -0.2636 -0.0890 -0.2270
O2 1.2140 -0.3436 -3.0585
C2 0.6956 -0.2540 -2.0424
C3 2.3509 0.6149 0.8508
O3 3.4405 0.8510 1.0523
C4 0.2202 -2.0003 0.2263
O4 0.7074 -3.0403 0.2289
C5 -0.5073 1.8968 -0.5240
O5 -0.4130 2.9769 -0.8992
C6 -2.2453 -0.0596 2.2004
N1 -0.7692 0.2308 2.0215
C7 -0.0067 -0.6894 2.9636
N2 -0.4261 -0.5252 4.3811
C8 -1.8869 -0.7971 4.4673
N3 -2.6886 0.1125 3.6029
C9 -2.3973 1.5120 4.0207
N4 -0.9507 1.8460 3.9227
C10 -0.5245 1.6506 2.5107
C11 -0.2152 0.8888 4.7901
H1 -2.4425 -1.1004 1.9004
H2 -2.8224 0.6347 1.5701
H3 1.0700 -0.4665 2.8866
H4 -0.1938 -1.7377 2.6915
H5 -2.1969 -0.6437 5.5121
H6 -2.0714 -1.8335 4.1538
H7 -2.9610 2.1967 3.3731
H8 -2.7004 1.6300 5.0722
H9 0.5521 1.8753 2.4361
H10 -1.1023 2.3595 1.9008
H11 -0.5941 1.0031 5.8159
H12 0.8602 1.1183 4.7470

Force components x, y, z for each atom (eV/Å):
O 2.1 0.4 0.3
C -2.5 -0.6 -0.5
Au -0.3 0.1 0.6
O -1.9 0.3 3.7
C 2.6 -0.5 -5.3
C 2.6 0.6 0.5
O -2.1 -0.4 -0.4
C 2.2 -5.5 0.2
O -1.9 3.9 0.0
C 0.1 5.6 -1.7
O -0.4 -4.0 1.4
C -0.9 -0.3 -0.4
N -0.6 0.3 1.9
C 0.2 -0.4 0.8
N -1.0 1.6 -2.2
C -0.8 -1.5 1.3
N 4.5 0.9 -0.4
C -1.5 1.4 0.8
N -0.1 -2.6 -1.5
C 0.0 0.7 0.7
C 0.0 0.1 0.4
H 0.0 0.3 0.1
H 0.2 -0.2 0.2
H -0.4 -0.1 0.0
H 0.0 0.3 0.0
H 0.0 -0.2 -0.4
H 0.0 0.3 0.2
H 0.1 -0.1 0.3
H 0.0 0.0 -0.5
H -0.4 -0.1 0.0
H 0.2 -0.3 0.1
H 0.3 0.0 -0.3
H -0.3 0.0 0.1

---

Max |F|
In order: 4.553; 1.740; 2.001; 1.131; 5.939
Unit: eV Å⁻¹